{
  "formula": "C22H41BCdN6O3SSi",
  "method": "ωB97M-V with the def2-TZVPD basis set",
  "lumo_ha": 0.007,
  "homo_lumo_gap_ev": 8.16,
  "e_homo_ev": -7.98,
  "fmax_ev_per_a": 7.0,
  "elements": ["H", "N", "B", "N", "C", "Cd", "H", "C", "H", "C", "H", "C", "H", "H", "H", "N", "N", "N", "N", "C", "C", "H", "H", "C", "C", "C", "C", "H", "H", "H", "H", "H", "C", "C", "C", "C", "O", "Si", "S", "O", "C", "C", "C", "C", "O", "C", "C", "C", "C", "H", "H", "H", "H", "H", "H", "H", "H", "H", "H", "H", "H", "H", "H", "H", "H", "H", "H", "H", "H", "H", "H", "H", "H", "H", "H", "H"],
  "coordinates": [[0.409, -1.745, 2.482], [1.796, -2.477, 1.077], [3.488, -3.834, -0.214], [2.443, -3.680, 0.925], [2.073, -4.535, 1.902], [2.424, -0.436, -0.334], [2.489, -5.532, 1.938], [1.158, -3.872, 2.720], [0.668, -4.254, 3.594], [1.016, -2.584, 2.158], [3.981, -4.922, -0.205], [2.813, 1.392, -1.383], [2.142, 2.260, -1.351], [2.423, 0.694, -2.141], [3.809, 1.708, -1.721], [4.539, -2.713, 0.031], [2.797, -3.521, -1.572], [4.183, -1.358, 0.062], [2.243, -2.281, -1.836], [5.855, -2.847, 0.267], [2.672, -4.318, -2.652], [6.301, -3.832, 0.286], [3.057, -5.328, -2.624], [6.403, -1.576, 0.447], [2.030, -3.592, -3.651], [5.336, -0.673, 0.311], [1.779, -2.321, -3.098], [7.426, -1.337, 0.646], [1.783, -3.930, -4.638], [5.343, 0.406, 0.373], [1.300, -1.468, -3.569], [2.988, 1.079, -0.146], [-0.840, 3.959, -1.398], [-1.129, 4.066, 0.096], [0.157, 4.297, 0.879], [-2.092, 5.222, 0.354], [-1.782, 2.871, 0.570], [-1.388, 1.254, 0.400], [0.446, 0.819, 1.121], [-2.573, 0.442, 1.256], [-3.262, 0.916, 2.436], [-2.251, 1.394, 3.472], [-4.228, 2.034, 2.060], [-4.052, -0.269, 2.985], [-1.677, 0.936, -1.210], [-2.379, -0.188, -1.802], [-1.628, -1.484, -1.511], [-3.808, -0.272, -1.283], [-2.427, 0.075, -3.305], [-0.445, 4.921, -1.755], [-1.764, 3.743, -1.948], [-0.097, 3.183, -1.621], [0.632, 5.224, 0.526], [-0.068, 4.409, 1.947], [0.859, 3.461, 0.761], [-3.030, 5.077, -0.194], [-2.314, 5.315, 1.424], [-1.639, 6.163, 0.018], [-1.762, 2.322, 3.155], [-2.773, 1.593, 4.418], [-1.482, 0.631, 3.642], [-4.925, 1.692, 1.285], [-4.809, 2.330, 2.945], [-3.687, 2.910, 1.689], [-4.809, -0.602, 2.265], [-3.387, -1.110, 3.217], [-4.569, 0.026, 3.907], [-1.619, -1.707, -0.437], [-2.119, -2.316, -2.035], [-0.590, -1.425, -1.861], [-4.329, 0.681, -1.437], [-4.353, -1.053, -1.835], [-3.835, -0.527, -0.219], [-3.001, 0.986, -3.518], [-1.420, 0.189, -3.724], [-2.920, -0.761, -3.818]],
  "lowdin_charge": [0.063, -0.032, -0.505, -0.055, -0.084, 1.247, 0.115, -0.068, 0.082, -0.163, 0.115, -0.152, 0.028, 0.017, 0.046, -0.012, -0.031, -0.118, -0.037, -0.058, -0.070, 0.127, 0.122, -0.060, -0.065, -0.137, -0.162, 0.088, 0.087, 0.097, 0.099, 0.004, -0.038, -0.650, -0.060, -0.038, -0.185, -0.176, 0.296, -0.194, -0.642, -0.048, -0.029, -0.037, -0.170, -0.638, -0.032, -0.038, -0.040, 0.089, 0.093, 0.066, 0.087, 0.091, 0.019, 0.090, 0.088, 0.085, 0.075, 0.089, 0.077, 0.089, 0.090, 0.067, 0.084, 0.088, 0.085, 0.086, 0.093, 0.055, 0.096, 0.091, 0.069, 0.087, 0.078, 0.086]
}


{
  "formula": "C31H26HfN4O2",
  "method": "ωB97M-V with the def2-TZVPD basis set",
  "lumo_ha": -0.461,
  "homo_lumo_gap_ev": 7.17,
  "e_homo_ev": -19.73,
  "relative_energy_kj_mol": 0.0,
  "total_charge": 4,
  "fmax_ev_per_a": 0.4,
  "elements": ["Hf", "C", "C", "C", "C", "N", "C", "C", "C", "C", "C", "C", "N", "H", "H", "H", "H", "H", "H", "H", "H", "C", "O", "C", "C", "C", "C", "C", "C", "N", "C", "C", "C", "C", "C", "C", "C", "O", "H", "H", "H", "H", "H", "H", "H", "H", "H", "H", "H", "H", "H", "N", "C", "C", "C", "C", "C", "C", "C", "H", "H", "H", "H", "H"],
  "coordinates": [[-0.009, 0.607, 0.325], [-1.639, 2.800, 3.770], [-1.804, 1.810, 4.733], [-1.402, 0.505, 4.461], [-0.852, 0.200, 3.232], [-0.708, 1.170, 2.285], [-1.083, 2.445, 2.563], [-0.365, -1.149, 2.850], [-0.389, -2.235, 3.703], [0.122, -3.455, 3.272], [0.649, -3.558, 1.993], [0.637, -2.437, 1.190], [0.141, -1.252, 1.592], [-1.927, 3.825, 3.956], [-2.238, 2.051, 5.696], [-1.520, -0.258, 5.217], [-0.924, 3.178, 1.780], [-0.787, -2.148, 4.703], [0.112, -4.311, 3.935], [1.066, -4.486, 1.626], [1.049, -2.481, 0.187], [-3.024, 0.321, -0.360], [-1.755, -0.456, -0.455], [-1.952, -1.686, -1.160], [-2.932, -2.567, -0.753], [-3.146, -3.733, -1.481], [-2.378, -4.021, -2.599], [-1.372, -3.150, -2.991], [-1.171, -1.975, -2.283], [-0.052, -1.134, -2.617], [-0.053, 0.153, -2.800], [-1.202, 1.015, -2.963], [-2.106, 0.900, -4.021], [-2.983, 1.953, -4.243], [-2.963, 3.077, -3.424], [-2.104, 3.173, -2.324], [-1.243, 2.125, -2.101], [-0.491, 1.982, -0.951], [-2.770, 1.310, 0.018], [-3.685, -0.188, 0.333], [-3.454, 0.393, -1.356], [-3.541, -2.364, 0.118], [-3.924, -4.415, -1.166], [-2.552, -4.927, -3.164], [-0.754, -3.374, -3.853], [0.844, -1.611, -2.707], [0.934, 0.613, -2.855], [-2.075, 0.055, -4.698], [-3.668, 1.911, -5.079], [-3.644, 3.893, -3.630], [-2.134, 4.028, -1.661], [2.080, 0.771, 0.134], [3.239, 0.959, 0.211], [4.593, 1.200, 0.272], [5.148, 2.277, -0.466], [6.503, 2.490, -0.392], [7.300, 1.658, 0.397], [6.755, 0.598, 1.128], [5.405, 0.357, 1.077], [4.518, 2.915, -1.072], [6.954, 3.304, -0.944], [8.366, 1.840, 0.444], [7.396, -0.030, 1.731], [4.967, -0.458, 1.637]],
  "nbo_charge": [2.614, -0.204, -0.034, -0.184, 0.171, -0.683, 0.093, 0.251, -0.199, -0.064, -0.197, 0.071, -0.678, 0.289, 0.284, 0.267, 0.240, 0.264, 0.281, 0.278, 0.210, -0.245, -0.666, 0.316, -0.260, -0.125, -0.149, -0.165, -0.004, -0.437, 0.277, -0.274, -0.123, -0.191, -0.094, -0.265, 0.387, -0.879, 0.214, 0.235, 0.248, 0.254, 0.273, 0.278, 0.263, 0.452, 0.253, 0.255, 0.275, 0.271, 0.264, -0.808, 0.689, -0.234, -0.103, -0.201, -0.032, -0.202, -0.107, 0.244, 0.272, 0.268, 0.270, 0.237]
}


{
  "formula": "C5H12N2O2",
  "method": "ωB97M-V with the def2-TZVPD basis set",
  "lumo_ha": 0.024,
  "homo_lumo_gap_ev": 9.41,
  "e_homo_ev": -8.75,
  "relative_energy_kj_mol": 491.8,
  "fmax_ev_per_a": 0.4,
  "elements": ["C", "N", "C", "N", "H", "H", "H", "H", "H", "H", "C", "C", "C", "O", "O", "H", "H", "H", "H", "H", "H"],
  "coordinates": [[-1.216, 1.354, -0.008], [-1.739, 1.600, -1.351], [0.255, 1.046, -0.084], [1.128, 1.791, -0.574], [-2.724, 1.834, -1.309], [-1.244, 2.375, -1.778], [2.068, 1.426, -0.665], [-1.742, 0.512, 0.443], [-1.302, 2.206, 0.682], [0.472, 0.448, 1.157], [-0.537, -1.441, -1.199], [1.885, -1.250, 1.545], [0.463, -0.880, 1.209], [0.463, -0.705, -0.490], [-0.541, -1.370, 1.669], [-0.955, -0.799, -1.973], [-0.071, -2.322, -1.644], [-1.331, -1.757, -0.516], [2.019, -1.182, 2.624], [2.051, -2.281, 1.226], [2.598, -0.603, 1.038]],
  "nbo_charge": [-0.310, -0.829, 0.492, -0.718, 0.365, 0.370, 0.376, 0.231, 0.201, 0.060, -0.275, -0.687, 0.635, -0.589, -0.614, 0.214, 0.184, 0.196, 0.235, 0.241, 0.222]
}


{
  "formula": "C2H2N2O",
  "method": "ωB97M-V with the def2-TZVPD basis set",
  "lumo_ha": 0.024,
  "homo_lumo_gap_ev": 11.84,
  "e_homo_ev": -11.20,
  "relative_energy_kj_mol": 113.9,
  "fmax_ev_per_a": 1.6,
  "elements": ["C", "C", "N", "N", "O", "H", "H"],
  "coordinates": [[2.639, -0.142, 1.009], [-2.328, 0.040, -0.024], [2.637, 0.275, -0.064], [-1.223, -0.346, -0.330], [-3.381, 0.493, 0.117], [2.518, 0.865, -0.841], [-0.863, -1.184, 0.132]],
  "nbo_charge": [0.285, 0.861, -0.726, -0.787, -0.491, 0.442, 0.418]
}


{
  "formula": "C2H4O6S2",
  "method": "ωB97M-V with the def2-TZVPD basis set",
  "lumo_ha": 0.222,
  "homo_lumo_gap_ev": 6.22,
  "e_homo_ev": -0.17,
  "relative_energy_kj_mol": 0.0,
  "total_charge": -2,
  "fmax_ev_per_a": 0.8,
  "elements": ["C", "C", "O", "O", "O", "O", "O", "O", "S", "S", "H", "H", "H", "H"],
  "coordinates": [[-0.516, -0.480, -0.245], [0.516, 0.480, 0.246], [-3.044, -0.981, -0.141], [3.044, 0.981, 0.138], [-2.431, 1.236, 0.773], [2.430, -1.237, -0.772], [-0.712, -1.571, 0.593], [0.711, 1.571, -0.592], [-2.284, 0.323, -0.397], [2.284, -0.322, 0.397], [-0.278, -0.798, -1.276], [0.278, 0.797, 1.276], [-1.713, -1.666, 0.538], [1.712, 1.666, -0.538]],
  "nbo_charge": [-0.116, -0.117, -1.087, -1.087, -1.063, -1.063, -0.766, -0.766, 1.389, 1.389, 0.155, 0.155, 0.489, 0.489]
}


{
  "formula": "C21H19BF4N6PtS3",
  "method": "ωB97M-V with the def2-TZVPD basis set",
  "lumo_ha": [-0.046, -0.046],
  "homo_lumo_gap_ev": [6.22, 6.02],
  "e_homo_ev": [-7.47, -7.26],
  "fmax_ev_per_a": 0.7,
  "elements": ["Pt", "C", "C", "N", "C", "C", "S", "C", "C", "S", "C", "N", "C", "H", "H", "H", "H", "H", "H", "H", "H", "S", "C", "N", "N", "C", "C", "C", "C", "C", "C", "N", "N", "C", "C", "C", "C", "C", "C", "H", "H", "H", "H", "H", "H", "H", "H", "H", "H", "H", "F", "B", "F", "F", "F"],
  "coordinates": [[0.467, 1.162, 0.935], [-2.744, 0.905, -0.134], [-2.512, 0.680, 1.322], [-1.332, 0.597, 1.891], [-1.427, 0.404, 3.269], [-2.700, 0.325, 3.712], [-3.795, 0.506, 2.420], [-0.217, 0.321, 4.104], [-0.164, 0.080, 5.440], [1.458, 0.125, 5.962], [1.975, 0.457, 4.355], [0.999, 0.523, 3.505], [3.406, 0.682, 3.989], [-1.790, 0.903, -0.655], [-3.200, 1.882, -0.282], [-3.391, 0.131, -0.548], [-3.039, 0.205, 4.726], [-0.974, -0.112, 6.124], [4.083, 0.341, 4.770], [3.577, 1.745, 3.817], [3.629, 0.159, 3.060], [2.340, 1.952, -0.061], [2.322, 0.792, -1.352], [3.230, 0.834, -2.303], [3.027, 0.149, -3.425], [1.835, -0.049, -4.173], [0.734, 0.796, -4.069], [-0.356, 0.596, -4.899], [-0.365, -0.436, -5.833], [0.744, -1.259, -5.942], [1.844, -1.066, -5.116], [1.453, -0.270, -1.345], [0.660, -0.298, -0.362], [-0.143, -1.501, -0.309], [-0.355, -2.106, 0.918], [-1.125, -3.258, 0.982], [-1.680, -3.789, -0.175], [-1.447, -3.177, -1.401], [-0.671, -2.031, -1.476], [3.880, 0.010, -3.941], [0.727, 1.612, -3.358], [-1.206, 1.261, -4.816], [-1.224, -0.587, -6.472], [0.760, -2.061, -6.668], [2.708, -1.715, -5.195], [0.101, -1.688, 1.806], [-1.286, -3.739, 1.937], [-2.288, -4.682, -0.121], [-1.873, -3.591, -2.305], [-0.481, -1.543, -2.423], [-0.352, 5.060, 2.246], [-0.889, 3.824, 2.013], [-1.813, 3.422, 2.968], [-1.383, 3.669, 0.735], [0.265, 2.846, 2.155]],
  "nbo_charge": [0.822, -0.670, 0.119, -0.515, 0.109, -0.421, 0.512, 0.168, -0.460, 0.449, 0.079, -0.484, -0.657, 0.246, 0.264, 0.234, 0.250, 0.244, 0.223, 0.248, 0.246, -0.092, 0.084, -0.171, -0.370, 0.129, -0.211, -0.206, -0.240, -0.189, -0.249, -0.192, -0.194, 0.178, -0.239, -0.196, -0.204, -0.206, -0.226, 0.392, 0.225, 0.219, 0.217, 0.217, 0.216, 0.235, 0.219, 0.219, 0.221, 0.239, -0.538, 1.361, -0.561, -0.556, -0.543]
}